# 1
The following is a DFT calculation (ωB97M-V/def2-TZVPD) of C7H17NOPt as an isolated structure.

Values from the calculation:
Charge: +2
HOMO-LUMO gap (hartree): 0.110
E_LUMO (hartree): -0.4942

```
27
Properties=species:S:1:pos:R:3:mulliken_charge:R:1
C 2.450 -1.968 0.140 -0.96
C 2.241 -0.406 0.699 -0.31
C 1.885 0.572 -0.568 -0.63
C 0.819 1.775 -0.242 -0.54
C -0.656 1.276 0.273 -0.23
O -1.670 1.140 -0.794 -0.24
C -1.945 -0.273 -1.110 -0.18
C -3.118 -0.965 -0.187 -0.42
N -2.914 -0.829 1.306 -0.37
H 3.176 -2.524 0.886 0.34
H 1.430 -2.576 0.166 0.23
H 2.878 -1.904 -0.952 0.31
H 3.265 -0.146 1.242 0.36
H 1.415 -0.476 1.524 0.20
H 2.905 1.106 -0.882 0.27
H 1.488 -0.063 -1.473 0.39
H 0.738 2.475 -1.188 0.29
H 1.280 2.429 0.632 0.33
H -0.538 0.325 0.953 0.10
H -1.063 2.137 0.994 0.31
H -0.939 -0.901 -1.158 0.22
H -2.361 -0.282 -2.228 0.35
H -4.211 -0.538 -0.409 0.34
H -3.119 -2.123 -0.472 0.34
H -2.964 0.162 1.633 0.32
H -2.061 -1.326 1.647 0.30
Pt 1.589 3.900 -0.433 0.86
```

=====

# 2
The following is a DFT calculation (ωB97M-V/def2-TZVPD) of C26H35ClHfIN5O3SSe2Si as an isolated structure.

Values from the calculation:
HOMO-LUMO gap (hartree): 0.223
E_LUMO (hartree): -0.0207

```
76
Properties=species:S:1:pos:R:3:mulliken_charge:R:1
Hf 0.621 -0.639 0.422 -0.19
C -3.313 0.865 1.218 -1.81
C -2.193 0.492 0.311 0.92
N -0.914 1.265 0.351 1.17
N -0.843 1.969 1.581 -0.01
C 0.142 2.800 1.989 0.45
N -0.114 3.294 3.240 -0.51
S 1.498 3.289 1.156 -0.41
C -2.183 -0.549 -0.552 0.64
C -3.361 -1.311 -0.942 -1.72
C -3.303 -2.159 -1.983 -0.47
C -2.076 -2.358 -2.700 -1.36
C -0.968 -1.754 -2.222 -0.49
N -0.952 -0.936 -1.117 1.79
H -3.631 1.910 1.139 0.22
H -3.081 0.644 2.271 0.48
H -4.187 0.262 0.998 0.45
H -1.682 1.903 2.139 0.19
H -0.717 2.796 3.873 0.17
H 0.644 3.812 3.652 0.27
H -4.297 -1.153 -0.429 0.31
H -4.198 -2.689 -2.284 0.47
H -2.017 -3.002 -3.564 0.47
H 0.007 -1.930 -2.659 0.40
O 2.036 -2.532 2.165 0.07
C 1.541 -3.848 2.344 -1.50
C 0.459 -4.125 1.306 2.58
C 0.004 -5.587 1.504 -1.41
O 1.024 -6.565 1.402 -0.54
C -0.842 -3.308 1.541 -1.39
Se -0.782 -1.540 2.458 -0.42
C 0.938 -4.006 -0.158 -1.60
Se 2.027 -2.489 -0.820 -0.35
H 2.510 -2.208 2.939 0.06
H 1.098 -3.962 3.341 0.42
H 2.349 -4.578 2.244 0.43
H -0.811 -5.804 0.801 0.43
H -0.396 -5.695 2.513 0.52
H 1.319 -6.610 0.487 0.35
H -1.503 -3.876 2.197 0.57
H -1.374 -3.194 0.594 0.24
H 0.056 -4.056 -0.800 0.53
H 1.567 -4.864 -0.402 0.51
Cl 7.122 1.469 -0.957 -0.27
C 5.598 1.115 -0.196 0.46
C 5.549 0.868 1.139 -0.35
C 4.313 0.587 1.775 -0.04
I 4.285 0.226 3.812 -0.03
C 3.151 0.545 1.065 0.22
O 1.959 0.296 1.591 -0.80
C 3.206 0.785 -0.342 0.13
N 2.023 0.658 -1.014 1.18
C 2.001 0.880 -2.307 -0.30
C 3.152 1.251 -3.022 -1.28
C 4.348 1.333 -2.369 -0.78
C 4.415 1.081 -0.980 -0.33
H 6.460 0.891 1.719 0.47
H 1.049 0.741 -2.805 0.43
H 3.080 1.435 -4.084 0.47
H 5.253 1.584 -2.906 0.45
C -1.631 4.305 -2.675 -1.26
Si -2.303 3.370 -1.211 0.06
C -3.899 2.559 -1.709 -1.02
C -2.545 4.549 0.207 -1.01
C -0.908 2.165 -0.842 -0.67
H -2.272 5.152 -2.922 0.34
H -1.589 3.656 -3.553 0.32
H -0.628 4.688 -2.487 0.33
H -4.542 3.306 -2.179 0.43
H -4.444 2.124 -0.874 0.31
H -3.720 1.763 -2.435 0.30
H -3.190 5.376 -0.093 0.44
H -1.588 4.963 0.531 0.30
H -3.011 4.068 1.070 0.31
H 0.010 2.754 -0.794 0.44
H -0.807 1.489 -1.698 -0.14
```

=====

# 3
The following is a DFT calculation (ωB97M-V/def2-TZVPD) of C4H11N3O as an isolated structure.

Values from the calculation:
HOMO-LUMO gap (hartree): 0.163
E_LUMO (hartree): -0.1251

```
19
Properties=species:S:1:pos:R:3:mulliken_charge:R:1
C 0.308 0.045 0.216 -0.62
N -0.271 -1.023 -0.542 -0.15
C 0.636 -2.042 -0.916 -0.34
N 1.911 -1.575 -1.161 -0.45
C -0.793 0.884 0.897 -0.66
N -0.511 1.318 2.363 -0.52
C 0.461 2.045 1.976 -0.24
O -1.546 0.436 -1.999 -0.78
H 0.936 0.666 -0.427 0.25
H 0.983 -0.415 0.955 0.59
H -0.787 -0.543 -1.454 0.26
H 0.208 -2.523 -1.811 0.44
H 0.661 -2.738 -0.051 0.41
H -1.615 0.266 -2.946 0.22
H 2.598 -2.326 -1.053 0.23
H -1.646 0.222 0.989 0.40
H -1.139 1.660 0.206 0.40
H 0.302 3.105 1.697 0.32
H 1.516 1.728 2.088 0.28
```

=====

| no. | E_tot (Ha) |
| --- | --- |
| 1 | -525.15227 |
| 2 | -7807.83577 |
| 3 | -398.14212 |